No. 1
{
  "formula": "C47H116F6O17Zn",
  "method": "ωB97M-V with the def2-TZVPD basis set",
  "e_lumo_ev": -0.699,
  "de_lowest_ev": 2.824,
  "homo_energy_ha": -0.3204,
  "gap_ev": 8.020,
  "elements": ["Zn", "C", "O", "O", "C", "F", "F", "F", "C", "C", "H", "H", "H", "H", "H", "H", "C", "O", "O", "C", "F", "F", "F", "C", "C", "H", "H", "H", "H", "H", "H", "C", "C", "C", "O", "H", "H", "H", "H", "H", "H", "H", "H", "C", "C", "C", "O", "H", "H", "H", "H", "H", "H", "H", "H", "C", "C", "C", "O", "H", "H", "H", "H", "H", "H", "H", "H", "C", "C", "C", "O", "H", "H", "H", "H", "H", "H", "H", "H", "C", "C", "C", "O", "H", "H", "H", "H", "H", "H", "H", "H", "C", "C", "C", "O", "H", "H", "H", "H", "H", "H", "H", "H", "C", "C", "C", "O", "H", "H", "H", "H", "H", "H", "H", "H", "C", "C", "C", "O", "H", "H", "H", "H", "H", "H", "H", "H", "C", "C", "C", "O", "H", "H", "H", "H", "H", "H", "H", "H", "C", "C", "C", "O", "H", "H", "H", "H", "H", "H", "H", "H", "C", "C", "C", "O", "H", "H", "H", "H", "H", "H", "H", "H", "C", "C", "C", "O", "H", "H", "H", "H", "H", "H", "H", "H", "C", "C", "C", "O", "H", "H", "H", "H", "H", "H", "H", "H"],
  "xyz": [[4.332, -0.386, -0.111], [1.332, 0.996, 0.281], [0.867, -0.259, -0.101], [2.743, 0.851, 0.411], [0.692, 2.120, -0.554], [0.787, 2.013, -1.840], [-0.554, 2.268, -0.184], [1.284, 3.298, -0.279], [-0.490, -0.646, 0.154], [-0.643, -2.132, 0.143], [-0.568, -2.632, -0.823], [-0.050, -2.633, 0.908], [-1.701, -2.298, 0.345], [-1.196, -0.195, -0.545], [-0.915, -0.279, 1.089], [0.957, 1.190, 1.286], [4.950, -2.298, 1.696], [5.154, -2.272, 0.264], [4.740, -0.936, 2.030], [3.956, -3.420, 2.086], [4.431, -4.671, 1.874], [3.629, -3.336, 3.404], [2.811, -3.366, 1.349], [6.170, -3.177, -0.244], [6.349, -3.050, -1.785], [5.381, -3.004, -2.284], [6.881, -2.122, -1.997], [6.872, -3.886, -2.249], [5.872, -4.219, -0.133], [7.127, -3.007, 0.251], [5.882, -2.662, 2.129], [-2.547, 4.534, -0.686], [-1.503, 5.186, -1.540], [-1.582, 4.909, -3.039], [-1.632, 6.548, -1.353], [-2.391, 4.681, 0.383], [-2.557, 3.474, -0.942], [-3.559, 4.919, -0.809], [-0.537, 4.805, -1.210], [-0.775, 5.348, -3.626], [-2.520, 5.156, -3.536], [-1.475, 3.858, -3.307], [-2.475, 6.792, -1.742], [0.831, -5.235, -2.084], [2.071, -4.608, -1.400], [2.872, -5.656, -0.597], [2.919, -3.943, -2.305], [1.134, -6.218, -2.447], [0.464, -4.627, -2.911], [0.065, -5.394, -1.325], [1.726, -3.794, -0.762], [2.817, -6.673, -0.985], [2.597, -5.738, 0.455], [3.913, -5.332, -0.601], [3.000, -4.545, -3.049], [4.038, 4.172, 1.618], [3.747, 3.316, 2.925], [2.268, 3.470, 3.251], [4.063, 1.967, 2.704], [5.014, 4.047, 1.148], [3.840, 5.211, 1.880], [3.281, 3.954, 0.864], [4.298, 3.637, 3.809], [2.003, 2.955, 4.175], [1.555, 3.299, 2.444], [2.092, 4.530, 3.437], [3.555, 1.746, 1.920], [-0.169, -6.730, 3.680], [-1.300, -5.696, 3.630], [-1.568, -5.057, 2.267], [-2.526, -6.333, 4.037], [-0.484, -7.614, 3.126], [-0.024, -7.124, 4.686], [0.778, -6.376, 3.272], [-1.021, -4.917, 4.340], [-2.376, -4.325, 2.263], [-1.858, -5.778, 1.503], [-0.665, -4.578, 1.890], [-2.903, -6.818, 3.299], [-2.774, -1.010, 3.498], [-4.270, -1.255, 3.909], [-4.419, -2.763, 4.408], [-4.571, -0.387, 4.984], [-2.489, 0.034, 3.367], [-2.538, -1.500, 2.554], [-2.063, -1.249, 4.290], [-4.901, -0.899, 3.094], [-3.965, -2.930, 5.384], [-4.054, -3.443, 3.638], [-5.499, -2.879, 4.496], [-5.365, -0.674, 5.441], [-3.540, -4.629, -1.175], [-4.919, -4.064, -1.389], [-5.407, -3.156, -0.292], [-4.970, -3.290, -2.571], [-2.779, -3.855, -1.074], [-3.252, -5.224, -2.041], [-3.373, -5.234, -0.284], [-5.612, -4.898, -1.498], [-6.335, -2.611, -0.466], [-4.645, -2.390, -0.150], [-5.528, -3.681, 0.656], [-4.749, -3.877, -3.298], [-4.051, 0.843, 0.386], [-5.169, 1.624, 1.069], [-5.037, 3.150, 1.077], [-6.411, 1.283, 0.446], [-4.090, 1.153, -0.659], [-4.271, -0.224, 0.367], [-3.131, 1.105, 0.908], [-5.211, 1.272, 2.100], [-4.021, 3.460, 1.322], [-5.779, 3.504, 1.793], [-5.291, 3.587, 0.112], [-6.304, 1.463, -0.491], [-2.080, -2.081, -3.778], [-2.682, -0.794, -3.177], [-2.054, 0.468, -3.602], [-4.099, -0.809, -3.408], [-2.854, -2.834, -3.925], [-1.287, -2.508, -3.164], [-1.747, -1.859, -4.792], [-2.581, -0.909, -2.098], [-0.971, 0.384, -3.506], [-2.411, 1.326, -3.033], [-2.222, 0.706, -4.653], [-4.515, -1.592, -3.038], [0.242, 1.327, -6.837], [1.069, 2.577, -6.512], [1.245, 2.627, -4.934], [2.297, 2.427, -7.125], [-0.792, 1.433, -6.507], [0.689, 0.388, -6.511], [0.230, 1.231, -7.923], [0.536, 3.436, -6.919], [1.626, 1.705, -4.494], [0.342, 2.954, -4.418], [1.930, 3.467, -4.819], [2.884, 3.056, -6.698], [-1.601, 2.980, 3.262], [-1.355, 3.485, 4.652], [-1.945, 4.881, 4.925], [-1.943, 2.597, 5.560], [-2.671, 2.981, 3.058], [-1.183, 1.975, 3.202], [-1.039, 3.609, 2.572], [-0.277, 3.514, 4.806], [-1.407, 5.615, 4.325], [-1.917, 5.111, 5.990], [-2.971, 4.935, 4.560], [-2.867, 2.588, 5.301], [3.245, 5.532, -1.661], [2.346, 5.906, -2.851], [1.811, 7.344, -2.693], [3.163, 5.831, -4.047], [2.770, 5.576, -0.680], [3.989, 6.326, -1.591], [3.883, 4.672, -1.864], [1.569, 5.142, -2.865], [1.176, 7.495, -1.820], [1.168, 7.566, -3.544], [2.616, 8.060, -2.860], [3.744, 6.594, -4.007], [4.307, -1.131, -3.967], [3.187, -0.700, -2.972], [1.746, -0.989, -3.391], [3.450, -1.329, -1.697], [4.101, -0.525, -4.849], [4.344, -2.183, -4.249], [5.298, -0.833, -3.623], [3.151, 0.374, -2.795], [1.593, -0.589, -4.394], [1.052, -0.612, -2.640], [1.431, -2.028, -3.483], [3.241, -2.232, -1.950], [1.251, -1.360, 3.614], [1.782, -0.047, 4.307], [0.922, 0.335, 5.536], [3.111, -0.291, 4.639], [0.169, -1.432, 3.729], [1.741, -2.212, 4.086], [1.358, -1.404, 2.530], [1.772, 0.764, 3.579], [1.300, 1.200, 6.080], [0.835, -0.447, 6.290], [-0.085, 0.530, 5.168], [3.055, -0.917, 5.365]]
}

No. 2
{
  "formula": "C47H116N4O11",
  "method": "ωB97M-V with the def2-TZVPD basis set",
  "e_lumo_ev": 0.343,
  "smiles": "CC1(C)CCCC(C)(C)N1O.CC1(C)CCCC(C)(C)N1O.COC[C@H](C)N.COC[C@H](C)N.CC(C)O.CC(C)O.CC(C)O.CC(C)O.CC(C)O.CC(C)O.CC(C)O",
  "homo_energy_ha": -0.2961,
  "gap_ev": 8.399,
  "elements": ["C", "C", "C", "O", "H", "H", "H", "H", "H", "H", "H", "H", "C", "C", "C", "O", "H", "H", "H", "H", "H", "H", "H", "H", "C", "C", "C", "O", "H", "H", "H", "H", "H", "H", "H", "H", "C", "C", "C", "O", "H", "H", "H", "H", "H", "H", "H", "H", "C", "C", "C", "O", "H", "H", "H", "H", "H", "H", "H", "H", "C", "C", "C", "O", "H", "H", "H", "H", "H", "H", "H", "H", "C", "C", "C", "O", "H", "H", "H", "H", "H", "H", "H", "H", "C", "C", "C", "C", "C", "C", "N", "O", "C", "C", "C", "H", "H", "H", "H", "H", "H", "H", "H", "H", "H", "H", "H", "H", "H", "H", "H", "H", "H", "H", "C", "C", "C", "C", "C", "C", "N", "O", "C", "C", "C", "H", "H", "H", "H", "H", "H", "H", "H", "H", "H", "H", "H", "H", "H", "H", "H", "H", "H", "H", "C", "C", "C", "O", "C", "N", "H", "H", "H", "H", "H", "H", "H", "H", "H", "H", "H", "C", "C", "C", "O", "C", "N", "H", "H", "H", "H", "H", "H", "H", "H", "H", "H", "H"],
  "xyz": [[3.668, -4.040, 1.170], [3.229, -2.748, 1.929], [1.778, -2.562, 2.026], [3.718, -2.748, 3.217], [3.365, -4.892, 1.779], [4.731, -3.974, 0.939], [3.149, -4.183, 0.223], [3.747, -1.855, 1.581], [1.253, -3.334, 2.588], [1.350, -2.520, 1.025], [1.606, -1.582, 2.472], [4.671, -2.825, 3.138], [1.926, -5.226, -2.266], [0.450, -4.875, -2.479], [0.225, -4.195, -3.860], [-0.312, -6.059, -2.344], [2.208, -5.843, -1.413], [2.537, -4.334, -2.408], [2.323, -5.846, -3.070], [0.110, -4.252, -1.652], [-0.746, -3.712, -3.966], [0.123, -4.927, -4.661], [0.949, -3.414, -4.091], [0.291, -6.764, -2.587], [-5.793, -3.311, 4.427], [-4.799, -3.294, 3.238], [-4.789, -2.019, 2.373], [-3.462, -3.434, 3.739], [-5.620, -2.419, 5.028], [-5.624, -4.206, 5.026], [-6.808, -3.315, 4.030], [-4.989, -4.186, 2.641], [-4.023, -2.037, 1.597], [-4.606, -1.096, 2.923], [-5.766, -2.015, 1.892], [-3.177, -2.620, 4.161], [-3.913, 0.902, 5.232], [-2.826, 0.090, 5.950], [-3.351, -0.281, 7.367], [-2.615, -1.042, 5.206], [-3.901, 1.929, 5.596], [-4.923, 0.578, 5.480], [-3.666, 1.014, 4.176], [-1.888, 0.640, 6.027], [-3.729, 0.582, 7.915], [-2.486, -0.662, 7.910], [-4.081, -1.091, 7.372], [-1.892, -1.415, 5.716], [-6.731, 1.062, 1.208], [-5.261, 1.591, 1.209], [-4.715, 1.778, -0.210], [-5.146, 2.789, 1.973], [-7.469, 1.550, 0.572], [-7.218, 1.189, 2.175], [-6.677, 0.017, 0.905], [-4.709, 0.870, 1.812], [-5.211, 2.565, -0.778], [-4.945, 0.819, -0.674], [-3.636, 1.840, -0.347], [-4.202, 2.967, 1.973], [0.019, -6.409, 0.951], [-1.452, -5.945, 0.933], [-1.647, -4.435, 1.034], [-2.004, -6.311, -0.315], [0.579, -5.886, 0.177], [0.071, -7.480, 0.757], [0.528, -6.111, 1.868], [-2.073, -6.465, 1.662], [-1.134, -3.840, 0.277], [-1.300, -4.079, 2.004], [-2.703, -4.165, 1.057], [-1.348, -6.166, -1.000], [-0.674, 4.762, 2.828], [-1.950, 4.113, 3.382], [-3.055, 5.021, 3.800], [-2.473, 3.261, 2.382], [-1.054, 5.439, 2.062], [-0.064, 3.934, 2.467], [-0.164, 5.275, 3.643], [-1.715, 3.409, 4.180], [-2.697, 5.753, 4.524], [-3.818, 4.366, 4.221], [-3.428, 5.547, 2.922], [-1.840, 2.580, 2.143], [-0.533, 3.596, -1.762], [0.960, 4.050, -1.637], [0.891, 5.209, -0.564], [2.219, 5.473, 0.190], [2.820, 4.198, 0.689], [3.043, 3.111, -0.371], [1.790, 2.936, -1.177], [1.819, 1.902, -2.033], [4.226, 3.484, -1.319], [3.409, 1.853, 0.397], [1.464, 4.624, -3.005], [-0.978, 3.029, -0.944], [-0.606, 2.938, -2.628], [-1.154, 4.489, -1.829], [0.582, 6.150, -1.019], [0.043, 5.079, 0.108], [2.070, 6.234, 0.956], [3.019, 5.793, -0.478], [2.074, 3.849, 1.403], [3.758, 4.431, 1.193], [4.302, 4.529, -1.617], [5.146, 3.388, -0.742], [4.296, 2.861, -2.212], [3.439, 0.945, -0.204], [4.412, 1.856, 0.823], [2.702, 1.672, 1.207], [0.942, 5.533, -3.302], [1.434, 3.923, -3.839], [2.504, 4.935, -2.902], [1.247, 1.268, -1.593], [1.840, -1.030, -9.794], [2.537, -0.469, -8.535], [3.109, 0.979, -8.870], [3.492, 1.895, -7.635], [2.237, 2.032, -6.848], [1.583, 0.708, -6.414], [1.427, -0.238, -7.558], [0.746, -1.444, -7.199], [2.413, 0.093, -5.284], [0.139, 0.984, -5.915], [3.748, -1.336, -8.124], [0.854, -0.611, -9.993], [1.754, -2.109, -9.661], [2.494, -0.871, -10.651], [3.882, 0.846, -9.627], [2.334, 1.480, -9.450], [3.790, 2.908, -7.906], [4.341, 1.397, -7.166], [1.528, 2.598, -7.452], [2.457, 2.662, -5.986], [2.507, 0.718, -4.396], [2.106, -0.912, -4.997], [3.422, -0.025, -5.680], [0.213, 1.725, -5.119], [-0.446, 1.336, -6.765], [-0.279, 0.081, -5.470], [4.540, -0.805, -7.597], [4.345, -1.619, -8.992], [3.265, -2.188, -7.646], [-0.090, -1.418, -7.668], [-1.403, -0.243, 2.197], [-0.466, 0.121, 1.125], [-0.711, -0.565, -0.233], [0.408, -0.289, -1.025], [0.443, -0.998, -2.218], [-0.523, 1.588, 1.011], [-2.373, -0.535, 1.796], [-1.513, 0.446, 3.034], [-1.144, -1.195, 2.661], [0.564, -0.141, 1.365], [-1.606, -0.250, -0.770], [-0.721, -1.651, -0.149], [-0.192, -0.440, -2.905], [0.171, -2.051, -2.142], [1.444, -0.934, -2.646], [0.405, 1.887, 0.747], [-0.986, 1.806, 0.140], [1.925, -0.014, 7.067], [1.949, -0.306, 5.542], [2.869, 0.665, 4.676], [2.447, 2.031, 4.796], [1.189, 2.290, 4.221], [2.192, -1.717, 5.291], [2.934, 0.264, 7.370], [1.605, -0.895, 7.623], [1.355, 0.808, 7.500], [0.944, -0.213, 5.132], [2.909, 0.294, 3.652], [3.850, 0.586, 5.145], [0.399, 1.897, 4.861], [1.116, 1.794, 3.253], [1.015, 3.359, 4.094], [2.596, -1.973, 4.401], [2.970, -1.919, 5.903]]
}